Here is C11H16N2O2 in the gas phase at a distorted geometry from OMol25. Energies are from ωB97M-V with the def2-TZVPD basis set.

Values from the calculation:
- total energy (eV) = -18740.901
- lowest unoccupied orbital energy (eV) = 0.74
- SMILES string = CCCCNc1ccc(C(=O)OC)nc1
- energy above the lowest of the compared OMol25 structures with the same formula, charge and spin (kJ/mol) = 201.0
- orbital gap (eV) = 8.8

Structure (XYZ):
```
31
Properties=species:S:1:pos:R:3:forces:R:3:lowdin_charge:R:1
C -1.75116 2.00197 0.48592 -0.5 0.6 0.6 -0.10
C -2.62034 0.87236 1.05007 -0.6 0.6 0.1 -0.26
C -3.61749 0.26422 0.08543 -2.2 -0.1 -0.2 -0.20
C -3.05610 -0.63778 -1.04420 -0.2 0.2 -0.5 -0.21
N -1.97968 -1.48099 -0.61070 0.6 -2.0 1.1 -0.01
C -0.64833 -1.10192 -0.48806 -0.7 0.4 0.9 -0.23
C 0.18329 -1.74177 0.44448 0.2 0.8 -0.1 -0.01
C 1.48974 -1.26150 0.60348 -0.4 -0.7 -0.1 -0.03
C 1.94399 -0.26587 -0.22158 -0.1 1.9 -1.1 -0.16
C 3.39313 0.25134 -0.35481 -1.2 0.6 -0.6 -0.44
O 3.60879 1.19650 -1.07855 0.8 -0.8 0.8 0.10
O 4.30669 -0.45323 0.34590 0.7 0.2 0.2 -0.05
C 5.70399 -0.01128 0.26801 0.4 -0.7 -0.9 -0.03
N 1.08611 0.43337 -1.07440 1.7 -1.0 0.9 0.14
C -0.14902 0.05128 -1.17663 0.1 -2.2 0.1 -0.12
H -0.98710 2.23825 1.21036 0.6 0.0 0.1 0.07
H -1.30859 1.93065 -0.49353 0.1 -0.5 -0.1 0.04
H -2.34137 2.91777 0.43247 -0.3 0.0 0.0 0.07
H -2.10158 0.05224 1.52186 0.8 -0.2 -0.1 0.09
H -3.15438 1.32169 1.91184 -0.1 -0.2 -0.5 0.11
H -4.33800 1.03295 -0.32578 1.0 -0.5 0.1 0.12
H -4.34962 -0.38586 0.65987 1.0 0.5 -0.4 0.12
H -2.69283 -0.16333 -1.96429 -0.2 0.6 0.5 0.11
H -3.86632 -1.26329 -1.45090 0.2 0.0 0.4 0.12
H -2.20959 -2.22740 0.07635 0.0 1.0 -0.9 0.15
H -0.13234 -2.54209 1.12167 -0.3 0.3 -0.5 0.11
H 2.09096 -1.72503 1.37799 0.3 0.1 -0.3 0.12
H 6.36201 -0.61591 0.94736 -1.2 0.5 -0.3 0.10
H 5.79158 1.05260 0.46044 -0.1 0.0 0.2 0.08
H 6.11374 -0.18880 -0.75573 -0.6 0.1 0.6 0.10
H -0.77020 0.44886 -1.96433 0.0 0.6 0.1 0.11
```
Positions in Å, forces in eV/Å.